Record 1
DFT (the ωB97M-V functional and the def2-TZVPD basis) results for a 2-piece molecular cluster, CH7N3 overall at a distorted geometry.

Results
Energy relative to the best compared isomer or geometry (same formula, charge and spin) = 58.5 kJ/mol
SMILES = [H]/N=C/N.N

Atoms and positions in Å:
H -0.6697 0.7031 3.1779
N -0.1692 1.2130 2.4710
C 0.9775 0.9349 2.0450
N 1.4413 1.7333 0.9990
H 1.7247 0.2057 2.3771
H 1.8271 1.4138 0.1100
H 0.6983 2.3849 0.7836
N -1.7440 -2.1033 -3.0131
H -1.2603 -2.3210 -3.8790
H -1.5934 -2.8813 -2.3818
H -1.2324 -1.2830 -2.6897

Just the Mulliken charges please, in e? Sure, here they are: number 1, H, carries 0.219; number 2, N, carries -0.626; number 3, C, carries 0.064; number 4, N, carries -0.522; number 5, H, carries 0.341; number 6, H, carries 0.232; number 7, H, carries 0.292; number 8, N, carries -0.651; number 9, H, carries 0.218; number 10, H, carries 0.218; number 11, H, carries 0.215

Record 2
DFT (the ωB97M-V functional and the def2-TZVPD basis) results for an isolated ion of composition CH7N4O and charge +1 at a distorted geometry.

Results
Energy relative to the best compared isomer or geometry (same formula, charge and spin) = 30.2 kJ/mol
SMILES = NC(O)=[N+](N)N
Total charge = +1

Atoms and positions in Å:
N -1.6550 -0.6736 0.8180
C -0.8587 -0.3913 -0.2429
O -1.3683 -0.7826 -1.4112
N 0.3352 0.3828 -0.1448
N 0.7215 0.7729 1.2081
N 1.3131 0.0776 -1.0247
H -1.4027 -0.2701 1.7487
H -2.6456 -1.1092 0.8057
H -0.8920 -0.3023 -2.2442
H 1.0535 1.7177 1.2637
H 1.6176 0.2477 1.2799
H 1.9385 -0.6748 -0.6056
H 1.8428 1.0053 -1.4507

Just the Mulliken charges please, in e? Sure, here they are: number 1, N, carries -0.365; number 2, C, carries 0.616; number 3, O, carries -0.447; number 4, N, carries 0.379; number 5, N, carries -0.613; number 6, N, carries -0.697; number 7, H, carries 0.279; number 8, H, carries 0.309; number 9, H, carries 0.406; number 10, H, carries 0.288; number 11, H, carries 0.263; number 12, H, carries 0.269; number 13, H, carries 0.312

Record 3
DFT (the ωB97M-V functional and the def2-TZVPD basis) results for an isolated ion of composition CH7N4O and charge +1 at a distorted geometry.

Results
Energy relative to the best compared isomer or geometry (same formula, charge and spin) = 79.3 kJ/mol
SMILES = N[NH2+]/N=C(/N)O
Total charge = +1

Atoms and positions in Å:
N -2.3543 -0.0814 -0.3814
N -1.2601 0.3252 0.4868
N -0.0943 -0.5147 0.3565
C 1.0437 0.0458 0.1192
N 2.1091 -0.7000 -0.1479
O 1.2200 1.4305 0.0064
H -2.0505 -0.2479 -1.3123
H -2.5723 -1.1615 -0.2087
H -1.7095 0.0930 1.5112
H -1.1252 1.4003 0.4457
H 1.7495 -1.6814 -0.0523
H 2.9998 -0.4034 -0.2227
H 2.0441 1.4956 -0.6006

Just the Mulliken charges please, in e? Sure, here they are: number 1, N, carries -0.638; number 2, N, carries 0.132; number 3, N, carries -0.626; number 4, C, carries 0.723; number 5, N, carries -0.360; number 6, O, carries -0.498; number 7, H, carries 0.303; number 8, H, carries 0.337; number 9, H, carries 0.419; number 10, H, carries 0.406; number 11, H, carries 0.282; number 12, H, carries 0.174; number 13, H, carries 0.346

Record 4
DFT (the ωB97M-V functional and the def2-TZVPD basis) results for an isolated ion of composition CH7N4O and charge +1 at a distorted geometry.

Results
Energy relative to the best compared isomer or geometry (same formula, charge and spin) = 69.2 kJ/mol
SMILES = N[NH2+]/N=C(/N)O
Total charge = +1

Atoms and positions in Å:
N -2.1586 0.0200 0.4150
N -1.0413 0.4568 -0.3716
N -0.0518 -0.5301 -0.3362
C 1.3587 0.0187 0.0033
N 2.3395 -0.8439 0.0788
O 1.4406 1.3067 0.2115
H -3.0448 0.3093 0.0065
H -2.1221 -0.9967 0.4759
H -0.7156 1.3681 0.0161
H -1.3090 0.6246 -1.3665
H 2.1512 -1.8208 -0.0856
H 3.2797 -0.5733 0.3222
H 2.3106 1.6185 0.5088

Just the Mulliken charges please, in e? Sure, here they are: number 1, N, carries -0.626; number 2, N, carries 0.369; number 3, N, carries -0.803; number 4, C, carries 0.662; number 5, N, carries -0.283; number 6, O, carries -0.456; number 7, H, carries 0.267; number 8, H, carries 0.319; number 9, H, carries 0.363; number 10, H, carries 0.340; number 11, H, carries 0.265; number 12, H, carries 0.218; number 13, H, carries 0.365

| no. | orbital gap (eV) |
| --- | --- |
| 1 | 10.234 |
| 2 | 11.005 |
| 3 | 11.068 |
| 4 | 10.237 |